(1)
The following is a quantum chemistry calculation of a molecular structure, C23H19NO2ReS4, from the Open Molecules 2025 dataset.

```
! RIJCOSX wB97M-V def2-TZVPD def2/J DEFGRID3
* xyz 0 2
Re -1.10645 1.08883 -1.56344
S -2.41697 2.86922 -2.69399
C -3.34924 2.49569 -1.31856
N -2.88956 1.49727 -0.56514
C -3.72835 1.20773 0.48203
C -3.61452 0.17173 1.40920
C -4.60299 0.01844 2.35934
C -5.68713 0.89048 2.42747
C -5.81648 1.92450 1.52071
C -4.84620 2.06259 0.54492
S -4.82099 3.22078 -0.77078
H -2.77353 -0.49994 1.35828
H -4.53420 -0.79747 3.06111
H -6.44095 0.75580 3.18620
H -6.64834 2.60846 1.55556
S -0.43215 -0.54299 0.07838
C 0.59726 0.34015 1.18384
C 1.16151 -0.33788 2.26205
C 2.04112 0.30567 3.10827
C 2.37885 1.63641 2.88729
C 1.81224 2.32732 1.83664
C 0.90870 1.69068 0.98909
S 0.17676 2.61825 -0.30268
H 0.90162 -1.37387 2.41458
H 2.47111 -0.22740 3.94138
H 3.07448 2.13691 3.54163
H 2.04921 3.36464 1.65529
C 2.89658 -3.40519 0.81893
C 2.49735 -2.45719 -0.27044
C 1.52179 -2.82204 -1.18363
C 1.12353 -1.95674 -2.19139
C 0.01340 -2.32136 -3.13075
C 1.74436 -0.70972 -2.28140
C 2.73999 -0.32463 -1.38646
C 3.39357 1.01569 -1.51454
C 3.10471 -1.21558 -0.38844
C 1.27348 0.26319 -3.34604
O 1.90391 0.46439 -4.35642
O 0.13978 0.82057 -3.05689
H 2.11200 -4.13509 0.99839
H 3.11086 -2.87303 1.74369
H 3.79587 -3.94131 0.51943
H 1.04212 -3.78643 -1.09468
H -0.32026 -3.34255 -2.96444
H 0.32919 -2.21805 -4.16708
H -0.84299 -1.65322 -2.97772
H 2.65372 1.80469 -1.64792
H 4.03750 1.02821 -2.39305
H 3.99449 1.23968 -0.63619
H 3.87024 -0.92633 0.31835
*
```

Values from the calculation:
energy above the lowest of the compared OMol25 structures with the same formula, charge and spin	0.808	eV
LUMO level (alpha / beta)	-2.10 / -1.20	eV
<S²>	0.85
frontier orbital gap (alpha / beta)	5.8 / 6.9	eV

(2)
The following is a quantum chemistry calculation of a molecular structure, C23H20BCl2N9O2Re, from the Open Molecules 2025 dataset.

```
! RIJCOSX wB97M-V def2-TZVPD def2/J DEFGRID3
* xyz 3 3
Re 0.13567 -0.36773 0.56711
C 0.61618 3.23493 2.73673
C 1.14040 2.27188 1.90586
N 0.14430 1.44468 1.50386
N -1.01016 1.87910 2.07237
C -0.74278 2.95379 2.81416
B -2.41238 1.36799 1.56427
N -2.25621 1.40118 0.00442
C -3.02507 1.97749 -0.91730
C -2.42327 1.84362 -2.15980
C -1.26440 1.14600 -1.91639
N -1.15317 0.86572 -0.58755
N -2.53208 -0.14201 1.91890
C -3.42792 -0.83654 2.60975
C -3.13903 -2.20106 2.49451
C -2.02506 -2.26594 1.71011
N -1.64401 -1.01148 1.32456
N -3.50127 2.23493 2.04318
C -3.71678 3.56449 1.76733
C -4.67454 4.02188 2.62567
C -5.01129 2.89954 3.41503
N -4.30662 1.84620 3.08063
H 1.14496 4.03862 3.21916
H 2.15589 2.13592 1.58083
H -1.53482 3.45652 3.34609
H -3.95803 2.43917 -0.63851
H -2.78922 2.19789 -3.10727
H -0.52891 0.83351 -2.63327
H -4.20267 -0.30555 3.14138
H -3.68385 -3.01690 2.93572
H -1.47303 -3.13510 1.40275
H -3.16220 4.08566 1.00392
H -5.09379 5.01143 2.67478
H -5.73804 2.83152 4.20862
O 2.50220 -0.88211 3.70796
C 2.11716 -0.72585 2.60615
O 0.77669 -0.88298 2.27026
C 2.93434 -0.38766 1.40490
C 4.31145 -0.44222 1.46428
C 5.02184 -0.16430 0.31319
C 4.34600 0.24879 -0.84144
C 5.05183 0.62040 -2.01508
C 4.38319 1.12340 -3.09349
C 2.98598 1.30229 -3.02601
C 2.27253 0.92900 -1.91358
C 2.92614 0.36157 -0.81411
N 2.22443 -0.04195 0.30982
H 4.78629 -0.72236 2.39517
H 6.10287 -0.23887 0.30219
H 6.12935 0.51882 -2.02789
H 4.91944 1.41687 -3.98490
H 2.47417 1.76367 -3.86042
H 1.22198 1.14982 -1.84752
Cl -0.22574 -1.52805 -1.69564
C 0.55323 -3.10534 -1.31906
Cl 0.96425 -2.93883 0.39972
H 1.44915 -3.22290 -1.92040
H -0.18358 -3.89068 -1.45913
*
```

Values from the calculation:
energy above the lowest of the compared OMol25 structures with the same formula, charge and spin	0.578	eV
LUMO level (alpha / beta)	-12.20 / -12.67	eV
<S²>	2.02
frontier orbital gap (alpha / beta)	4.6 / 4.1	eV

(3)
The following is a quantum chemistry calculation of a molecular structure, C23H20Cl2CoN3O7, from the Open Molecules 2025 dataset.

```
! RIJCOSX wB97M-V def2-TZVPD def2/J DEFGRID3
* xyz -1 4
Co -1.69845 -0.72189 -0.66239
Cl -2.63072 6.64948 -0.29098
C -2.06165 4.99973 -0.39772
C -0.72691 4.71454 -0.05261
C -0.25808 3.43742 -0.12430
Cl 1.39874 3.10609 0.26599
C -1.08251 2.31403 -0.52254
O -0.62201 1.14798 -0.53374
C -2.42311 2.67023 -0.89678
C -3.33126 1.69967 -1.43991
O -3.15351 0.49363 -1.59273
C -2.88192 4.00095 -0.82492
H -0.06982 5.51435 0.26188
H -4.29919 2.11399 -1.77594
H -3.90268 4.21999 -1.11716
C -0.47287 1.04802 2.59548
C -1.45548 -0.06564 2.53168
N -1.98024 -0.58789 1.44408
C -2.82244 -1.59217 1.84137
C -2.82400 -1.67132 3.20451
N -1.94738 -0.69744 3.61877
C -3.51974 -2.52087 4.19771
O -4.33673 -3.42020 3.71875
O -3.31825 -2.33565 5.38348
C -3.50172 -2.42754 0.80059
O -4.28762 -3.31770 1.19910
O -3.22353 -2.14123 -0.38687
H 0.26507 0.93641 1.80262
H 0.02960 1.05104 3.56353
H -0.96206 2.01391 2.45548
H -1.74026 -0.52318 4.58906
H -4.34771 -3.40754 2.67768
O -0.06154 -2.09066 -0.49051
N -0.08086 -1.39247 -1.62600
C 2.34346 -3.21357 -1.70794
C 2.32699 -1.78091 -2.26451
C 2.92491 -1.81866 -3.67296
C 0.91709 -1.22597 -2.39963
C 3.11070 -0.85057 -1.33080
C 4.25429 -0.16619 -1.72793
C 4.92856 0.67566 -0.84824
C 4.46720 0.84800 0.44503
C 3.31982 0.17462 0.84997
C 2.64801 -0.66134 -0.02443
H 1.74997 -3.86803 -2.35015
H 1.92206 -3.26309 -0.70966
H 3.37389 -3.57948 -1.69452
H 2.33184 -2.49023 -4.29607
H 3.95085 -2.19083 -3.65237
H 2.92285 -0.83397 -4.14529
H 0.72698 -0.55811 -3.23463
H 4.63513 -0.27472 -2.73450
H 5.81503 1.20043 -1.18432
H 4.98805 1.50603 1.12989
H 2.93716 0.31488 1.85434
H 1.73599 -1.16205 0.28210
*
```

Values from the calculation:
energy above the lowest of the compared OMol25 structures with the same formula, charge and spin	0.000	eV
LUMO level (alpha / beta)	2.26 / 2.21	eV
<S²>	3.76
frontier orbital gap (alpha / beta)	7.5 / 7.7	eV

(4)
The following is a quantum chemistry calculation of a molecular structure, C23H20F2N3ORuSe2, from the Open Molecules 2025 dataset.

```
! RIJCOSX wB97M-V def2-TZVPD def2/J DEFGRID3
* xyz 2 2
Ru -0.15063 0.11896 -0.29224
F -3.29406 -2.22940 3.43208
C -2.47820 -2.39814 2.40159
C -1.89004 -1.27203 1.82331
C -1.07145 -1.41080 0.72038
C -0.80810 -2.69966 0.20103
C -1.38048 -3.81106 0.83901
F -1.12125 -5.04137 0.40194
C -2.22478 -3.67304 1.92649
C -0.01239 -2.72957 -1.01803
C 0.37362 -3.87830 -1.71557
C 1.02803 -3.75647 -2.92740
C 1.26128 -2.48464 -3.43701
C 0.89246 -1.38924 -2.67956
N 0.29376 -1.49517 -1.49229
H -2.10076 -0.31423 2.27972
H -2.66122 -4.53844 2.40011
H 0.15304 -4.85740 -1.32178
H 1.33003 -4.63427 -3.47954
H 1.71893 -2.34948 -4.40314
H 1.06487 -0.38946 -3.06257
Se 1.65067 2.38246 1.42553
Se 2.27982 1.51482 -1.35122
C 0.75883 2.28961 -2.20209
C 0.77730 3.39630 -3.04651
C -0.42661 3.81066 -3.59558
C -1.58842 3.09356 -3.32131
C -1.51195 1.98746 -2.48955
N -0.36321 1.61061 -1.93706
C 2.21827 0.68947 2.01983
C 3.26479 0.57190 2.93114
C 3.61848 -0.69051 3.36956
C 2.89398 -1.78263 2.90846
C 1.87492 -1.57128 1.99239
N 1.54891 -0.36314 1.54019
H 1.70633 3.90397 -3.26334
H -0.46066 4.67862 -4.23847
H -2.53669 3.38777 -3.74214
H -2.38548 1.38328 -2.25862
H 3.78202 1.45555 3.27223
H 4.43139 -0.82328 4.06656
H 3.10816 -2.78224 3.25421
H 1.29400 -2.40250 1.61490
C -1.78472 3.85843 2.03440
C -1.48515 3.21831 0.69118
O -1.25259 1.80278 0.84828
H -1.75700 4.93873 1.93054
H -1.03611 3.57189 2.77262
H -2.77061 3.57982 2.40148
H -0.57041 3.64564 0.25812
H -2.31734 3.36902 -0.00737
H -1.88359 1.50810 1.52509
*
```

Values from the calculation:
LUMO level (alpha / beta)	-8.63 / -8.54	eV
<S²>	0.93
frontier orbital gap (alpha / beta)	5.7 / 5.8	eV

Which value of <S²> does entry 3 give?
3.76